18
Properties=species:S:1:pos:R:3:lowdin_charge:R:1 method="wB97M-V/def2-TZVPD" total_charge=+1 e_homo_ev=-12.3 lumo_ev=-4.9 fmax_ev_per_a=4.231
C -0.8506 -0.9525 0.5085 -0.07
C 0.5636 -0.8306 0.4317 -0.15
C 1.5498 -0.0693 0.3595 -0.66
N -1.6461 0.0939 0.4075 0.10
N -0.0927 1.5323 -0.3470 0.01
N -1.2333 1.2997 0.0803 -0.25
N 0.4253 2.7026 -0.7449 0.17
N -2.1558 2.2673 0.3888 0.15
N 1.1620 -3.5060 -0.2883 -0.01
I 3.5636 0.2247 0.3465 0.95
H -1.1729 -1.9701 0.6623 0.12
H -0.1941 3.4393 -0.9520 0.10
H 1.1484 2.4504 -1.4179 0.13
H -1.7068 2.9473 0.9733 0.11
H -3.1250 1.8513 0.6470 0.18
H 0.6380 -3.7398 -1.2419 0.10
H 0.9606 -4.0846 0.5287 0.02
H 2.1657 -3.6560 -0.3423 0.01


14
Properties=species:S:1:pos:R:3:lowdin_charge:R:1 method="wB97M-V/def2-TZVPD" e_homo_ev=-7.7 lumo_ev=-0.9 fmax_ev_per_a=4.603
C -0.3668 1.3098 -1.2580 0.03
C -0.4697 0.4598 1.2342 -0.03
C -0.1979 0.2108 -0.1587 -0.41
N 0.0798 -2.0657 0.1683 0.08
O -0.1005 -0.9329 -0.6972 -0.09
I 2.9693 -0.2736 0.2164 -0.18
H -1.0293 0.8840 -2.1200 0.13
H 0.4689 1.7427 -1.7211 0.06
H -1.0276 2.0482 -0.6709 0.11
H -1.1618 1.2678 1.4369 0.11
H -0.8436 -0.4480 1.6651 0.09
H 0.4453 0.6274 1.6648 0.03
H 0.2233 -2.8614 -0.4268 0.09
H 1.0104 -1.9687 0.6669 -0.02


13
Properties=species:S:1:pos:R:3:mulliken_spin:R:1 method="wB97M-V/def2-TZVPD" multiplicity=2 total_charge=-1 e_homo_ev="1.4 / -3.2" lumo_ev="4.6 / 4.4" fmax_ev_per_a=1.381
C 0.9615 -0.2086 -1.4115 -0.03
C 0.2011 0.1204 -0.1668 1.73
C -1.1027 -0.1568 -0.0183 -0.48
N -1.9011 -0.1470 1.1582 0.65
N 0.9354 0.8683 0.7498 1.67
H 0.3648 -0.8573 -2.0675 -0.12
H 1.3115 0.6700 -1.9520 -0.30
H 1.8490 -0.7873 -1.1507 -0.07
H -1.5330 -0.6457 -0.8831 -0.23
H -2.0964 -1.1103 1.4090 -0.26
H -1.4184 0.2991 1.9318 -0.25
H 1.9335 0.7407 0.8094 -0.77
H 0.4949 1.2145 1.5916 -0.53


13
Properties=species:S:1:pos:R:3:mulliken_spin:R:1 method="wB97M-V/def2-TZVPD" multiplicity=2 total_charge=-1 e_homo_ev="0.4 / -1.9" lumo_ev="3.2 / 3.1" fmax_ev_per_a=7.817
C -4.1490 1.8367 -0.0941 0.62
N -4.8010 2.1497 -1.1180 0.19
H -3.9696 0.8001 0.4083 0.02
H -3.3145 2.5597 0.3819 0.03
H -4.0449 2.3479 -1.7633 0.06
C 3.6405 -1.4105 0.4292 -0.04
C 2.3076 -1.4402 0.6857 0.10
N 1.5388 -0.6796 -0.0490 0.13
H 4.1559 -0.8180 -0.3915 0.00
H 4.3642 -2.0440 1.0150 0.00
H 1.7455 -2.1067 1.2598 0.00
H 2.0222 -0.4861 -0.9101 -0.01
H 0.5042 -0.7090 0.1463 -0.10